Entry from the Open Molecules 2025 dataset: a structure of composition C11H21FN3NdSi (ωB97M-V/def2-TZVPD).

Each line ends with the Mulliken spin population.
CARTESIAN COORDINATES (ANGSTROEM)
H: 1.98 0.31 1.77  0.000
H: 3.23 -2.50 -1.45  0.000
F: -2.17 -0.46 -0.59  0.000
H: 4.34 -1.41 -0.63  0.000
C: 3.34 -1.84 -0.59  -0.002
C: -1.90 2.82 2.02  -0.001
H: 3.28 1.15 0.89  0.000
H: -2.98 -4.95 -0.59  0.000
H: 3.27 -2.44 0.32  0.000
H: -1.58 4.87 1.48  0.000
C: -0.91 -4.38 -0.55  0.003
C: 0.03 -3.35 -0.54  -0.004
H: -2.28 3.75 -0.50  0.000
C: -1.77 -1.85 -0.57  -0.003
H: 1.08 -3.58 -0.51  0.000
H: -0.12 3.91 1.48  0.000
C: 2.27 0.75 0.81  0.003
H: -3.79 -2.57 -0.62  0.000
H: -0.55 -5.40 -0.54  0.000
H: 1.66 1.67 0.69  -0.002
N: -1.30 3.63 -0.24  -0.003
H: 1.54 1.53 -2.12  -0.002
H: 3.20 1.09 -2.22  -0.001
C: 2.21 0.64 -2.13  0.000
C: -2.27 -4.13 -0.58  -0.006
C: -1.18 3.89 1.22  0.001
N: 0.39 -0.87 -0.54  -0.031
H: -1.86 3.07 3.08  0.000
C: -0.40 -2.02 -0.55  -0.004
H: -0.83 4.37 -0.74  0.000
H: 1.98 0.11 -3.06  0.000
Si: 2.10 -0.48 -0.61  0.002
H: -2.96 2.79 1.75  0.000
N: -1.32 1.47 1.76  -0.002
C: -2.74 -2.82 -0.59  0.002
Nd: -0.44 1.16 -0.62  3.048
H: -0.56 1.30 2.43  0.001
H: -2.00 0.75 1.98  0.000

Energy relative to the best compared isomer or geometry (same formula, charge and spin) in kJ/mol: 7.32
DFT total energy in a.u.: -1546.31808
Charge: +2
M in g mol⁻¹: 386.63
Multiplicity: 4
<S²>: 3.76